34
Properties=species:S:1:pos:R:3:forces:R:3:lowdin_charge:R:1 method="wB97M-V/def2-TZVPD" total_charge=-2 e_above_lowest_kj_mol=0.0 gap_ev=3.3
Ba -2.437806 2.562819 -1.843973 -1.78 0.17 -1.36 1.30
N 4.102409 -4.862226 2.993630 0.16 -0.19 0.12 0.13
C 3.401992 -4.093738 2.506615 -0.41 0.47 -0.31 -0.19
C 2.522333 -3.120005 1.888152 0.32 -0.36 0.25 -0.25
C 2.036333 -2.052323 2.632195 -0.09 0.21 0.13 -0.03
C 1.201516 -1.121140 2.036140 0.06 -0.06 0.13 -0.01
C 0.834674 -1.248393 0.700280 -0.09 0.14 -0.08 -0.19
C 1.328437 -2.320536 -0.034489 0.09 -0.15 -0.02 -0.01
C 2.167672 -3.254419 0.553038 -0.07 -0.02 -0.28 -0.03
C -0.067889 -0.244183 0.057589 0.11 -0.03 0.06 -0.07
C -1.324134 -0.695920 -0.288583 -0.06 -0.04 0.08 -0.27
C -1.850635 -2.023757 -0.048436 -0.05 0.19 -0.12 -0.05
C -3.113856 -2.027487 -0.556328 -0.06 0.09 -0.04 -0.08
C -3.343799 -0.705504 -1.091968 0.07 -0.10 -0.02 -0.18
N -2.300266 0.075547 -0.925174 0.19 -0.92 0.51 -0.12
C 0.498030 1.044399 -0.123953 0.05 0.14 -0.02 -0.29
C 1.822275 1.439945 0.216035 -0.11 -0.04 -0.07 -0.07
C 1.947099 2.763354 -0.168802 -0.17 0.07 -0.08 -0.11
C 0.695056 3.120902 -0.727566 0.16 -0.10 0.13 -0.21
N -0.170464 2.107327 -0.703407 1.25 -0.44 0.61 -0.18
H 2.317130 -1.956148 3.672556 -0.01 0.02 0.01 0.11
H 0.822571 -0.281374 2.603836 0.01 -0.01 0.01 0.13
H 1.044184 -2.414778 -1.074659 0.01 -0.01 0.01 0.13
H 2.552226 -4.087765 -0.020280 -0.01 0.01 -0.02 0.11
H -1.337212 -2.841693 0.433163 0.01 0.01 0.01 0.09
H -3.813719 -2.849421 -0.568084 -0.01 0.02 -0.02 0.08
H -4.220127 -0.333459 -1.622137 0.10 0.03 -0.02 0.03
H 2.581574 0.820485 0.670831 -0.01 0.02 -0.02 0.09
H 2.814398 3.398908 -0.072166 -0.01 0.00 0.00 0.07
H 0.405858 4.086940 -1.132841 0.01 -0.07 0.04 0.09
S -2.022258 7.940778 -2.228591 -0.02 -0.21 0.02 0.31
C -2.242252 6.308370 -2.084609 0.03 0.06 0.07 -1.04
N -2.390144 5.152950 -1.967701 0.19 1.25 0.05 -0.23
S -4.461205 1.711547 -3.680312 0.15 -0.18 0.23 -1.07